Here is a cluster of 3 separate species, C4H16NO2 in total from OMol25. Energies are from ωB97M-V/def2-TZVPD.

CARTESIAN COORDINATES (ANGSTROEM)
C1 -1.931 0.906 -1.131
C2 -0.563 0.910 -0.406
N1 -0.200 -0.476 0.003
C3 0.676 -1.156 -1.005
C4 0.659 -2.642 -0.826
H1 -2.711 0.976 -0.378
H2 -2.126 -0.034 -1.642
H3 -2.027 1.776 -1.779
H4 0.177 1.205 -1.119
H5 -0.723 1.579 0.422
H6 -1.072 -1.009 0.112
H7 0.238 -0.478 0.943
H8 1.660 -0.706 -0.909
H9 0.294 -0.843 -1.951
H10 -0.225 -3.268 -0.729
H11 1.235 -3.134 -1.617
H12 1.253 -2.867 0.066
H13 1.362 -0.686 3.329
H14 -0.003 -0.453 3.868
O1 0.510 -0.297 3.058
H15 1.181 4.344 0.751
H16 1.442 2.812 0.626
O2 0.892 3.542 0.315

* multiplicity: 2
* frontier orbital gap (spin up / spin down): 3.46 / 11.75 eV
* energy relative to the best compared isomer or geometry (same formula, charge and spin): 15.4 kcal per mole
* E_HOMO (spin up / spin down): -2.62 / -11.16 eV
* E_tot: -9988.9396 eV
* expectation value of S²: 0.75
* max |F|: 2.216 eV Å⁻¹


Here is a structure of composition C13H10Cl5IrN from OMol25. Energies are from ωB97M-V/def2-TZVPD.

CARTESIAN COORDINATES (ANGSTROEM)
C1 -3.209 -0.416 -0.447
C2 -3.102 0.291 0.784
C3 -2.297 -0.485 1.667
C4 -1.898 -1.664 0.979
C5 -2.459 -1.620 -0.331
Ir1 -0.922 0.167 -0.210
N1 -0.400 0.329 -1.981
C6 -0.599 1.825 -1.957
C7 -1.069 2.235 -0.539
H1 -2.006 -0.202 2.680
H2 -3.553 1.257 1.012
H3 -1.249 -2.448 1.370
H4 -2.320 -2.369 -1.113
H5 -3.735 -0.073 -1.340
H6 -2.040 2.752 -0.545
H7 0.354 2.324 -2.227
H8 -0.256 -0.045 -2.919
H9 -0.317 2.812 0.019
H10 -1.364 2.105 -2.708
Cl1 2.264 0.310 -2.403
C8 2.355 -0.171 -0.708
C9 1.249 -0.256 0.230
C10 1.604 -0.632 1.562
Cl2 0.442 -0.705 2.854
C11 2.928 -0.934 1.934
Cl3 3.318 -1.401 3.600
C12 3.956 -0.866 1.003
Cl4 5.614 -1.250 1.487
C13 3.678 -0.481 -0.305
Cl5 5.034 -0.390 -1.448

* multiplicity: 6
* frontier orbital gap (spin up / spin down): 6.25 / 7.18 eV
* energy relative to the best compared isomer or geometry (same formula, charge and spin): 0.0 kcal per mole
* E_HOMO (spin up / spin down): -5.91 / -8.99 eV
* E_tot: -80575.6900 eV
* expectation value of S²: 8.77
* max |F|: 4.664 eV Å⁻¹


Here is the molecule C22H20N2O4 from OMol25. Energies are from ωB97M-V/def2-TZVPD.

CARTESIAN COORDINATES (ANGSTROEM)
N1 3.457 2.287 0.960
C1 3.001 3.373 1.601
O1 3.539 3.862 2.570
C2 1.734 3.988 0.994
N2 0.819 3.025 0.444
C3 0.406 3.024 -0.849
O2 0.738 3.807 -1.712
C4 -0.636 1.899 -1.029
O3 -1.884 2.465 -1.374
C5 -0.186 0.920 -2.128
C6 1.225 0.408 -1.961
O4 1.992 0.851 -1.132
C7 1.642 -0.565 -2.990
C8 1.092 -1.760 -3.233
C9 0.093 -2.419 -2.426
C10 -0.033 -2.249 -1.101
C11 -0.983 -2.934 -0.245
C12 -0.704 -3.052 1.119
C13 -1.575 -3.711 1.964
C14 -2.750 -4.251 1.468
C15 -3.048 -4.128 0.120
C16 -2.173 -3.481 -0.731
C17 -0.685 1.303 0.352
C18 -1.445 0.276 0.860
C19 -1.302 -0.044 2.206
C20 -0.411 0.648 3.009
C21 0.355 1.691 2.505
C22 0.197 2.013 1.172
H1 2.978 1.874 0.174
H2 4.288 1.838 1.307
H3 2.029 4.652 0.174
H4 1.243 4.586 1.770
H5 -1.726 3.154 -2.033
H6 -0.891 0.091 -2.200
H7 -0.208 1.456 -3.084
H8 2.485 -0.231 -3.580
H9 1.449 -2.327 -4.085
H10 -0.516 -3.151 -2.940
H11 0.660 -1.591 -0.590
H12 0.210 -2.626 1.508
H13 -1.339 -3.801 3.014
H14 -3.435 -4.761 2.129
H15 -3.968 -4.539 -0.269
H16 -2.423 -3.379 -1.776
H17 -2.143 -0.259 0.236
H18 -1.896 -0.841 2.626
H19 -0.312 0.379 4.050
H20 1.043 2.232 3.136

* frontier orbital gap: 8.05 eV
* energy relative to the best compared isomer or geometry (same formula, charge and spin): 20.9 kcal per mole
* SMILES string: NC(=O)CN1C(=O)[C@@](O)(CC(=O)/C=C\C=C\c2ccccc2)c2ccccc21
* E_HOMO: -8.48 eV
* E_tot: -34309.4691 eV
* max |F|: 0.718 eV Å⁻¹


Here is a structure of composition C30H48AsKN5O9P from OMol25. Energies are from ωB97M-V/def2-TZVPD.

CARTESIAN COORDINATES (ANGSTROEM)
K1 -1.034 -0.621 -0.615
O1 -3.013 -2.996 -4.849
C1 -2.441 -2.203 -4.076
N1 -3.018 -1.260 -3.279
C2 -4.175 -0.664 -3.525
O2 -4.733 -0.450 -4.592
C3 -4.847 -0.120 -2.225
C4 -6.080 0.507 -2.276
C5 -6.611 1.130 -1.132
C6 -5.945 0.995 0.076
C7 -4.745 0.281 0.056
N2 -4.239 -0.261 -1.042
C8 -0.890 -2.244 -4.057
C9 -0.172 -3.061 -4.936
C10 1.212 -2.963 -4.991
C11 1.854 -2.085 -4.151
C12 1.097 -1.315 -3.317
N3 -0.238 -1.417 -3.223
H1 -6.625 0.597 -3.206
H2 -7.569 1.642 -1.174
H3 -6.371 1.342 1.010
H4 -4.175 0.097 0.959
H5 -0.733 -3.676 -5.613
H6 1.753 -3.607 -5.690
H7 2.946 -1.943 -4.126
H8 1.535 -0.654 -2.572
C13 -3.677 1.108 3.483
C14 -2.409 0.516 2.854
N4 -1.795 1.073 1.875
O3 -2.451 2.218 1.355
C15 -2.002 -0.782 3.362
C16 -2.123 -1.116 4.869
N5 -1.656 -1.686 2.482
O4 -1.352 -2.891 2.912
H9 -4.497 0.509 3.121
H10 -3.807 2.146 3.216
H11 -3.630 1.003 4.569
H12 -1.715 2.711 0.981
H13 -1.783 -0.296 5.503
H14 -1.612 -2.061 5.065
H15 -3.174 -1.256 5.209
C17 3.189 2.103 -4.635
O5 3.057 1.625 -3.334
C18 1.922 2.016 -2.457
O6 1.097 2.730 -2.994
H16 2.793 3.119 -4.700
H17 2.606 1.527 -5.371
H18 4.283 2.054 -4.885
C19 0.509 -5.637 -0.897
C20 1.300 -4.478 -1.505
O7 2.198 -3.929 -0.554
P1 1.477 -2.737 0.328
O8 2.433 -2.935 1.617
C21 1.912 -3.056 2.952
C22 2.167 -4.439 3.439
O9 2.104 -1.381 -0.293
C23 3.461 -0.992 -0.247
C24 4.280 -1.559 -1.423
H19 -0.055 -6.196 -1.651
H20 -0.105 -5.308 -0.080
H21 1.254 -6.287 -0.450
H22 0.615 -3.704 -1.870
H23 1.899 -4.805 -2.354
H24 0.865 -2.746 2.981
H25 2.487 -2.347 3.563
H26 1.849 -5.173 2.724
H27 1.551 -4.679 4.338
H28 3.200 -4.601 3.611
H29 3.852 -1.304 0.716
H30 3.454 0.126 -0.325
H31 4.254 -2.664 -1.357
H32 5.320 -1.243 -1.436
H33 3.869 -1.172 -2.374
C25 0.014 5.602 3.556
C26 0.966 4.466 3.165
As1 0.521 3.778 1.351
C27 1.269 5.222 0.222
C28 2.334 6.148 0.747
C29 1.867 2.368 1.195
C30 1.607 1.157 2.112
H34 0.207 6.051 4.542
H35 -1.033 5.261 3.566
H36 0.081 6.384 2.810
H37 0.919 3.585 3.788
H38 2.020 4.717 3.178
H39 0.410 5.797 -0.120
H40 1.622 4.695 -0.677
H41 1.955 6.733 1.568
H42 2.602 6.886 -0.037
H43 3.196 5.569 1.108
H44 2.827 2.827 1.386
H45 1.853 2.047 0.157
H46 1.887 1.347 3.148
H47 2.154 0.276 1.766
H48 0.566 0.908 2.102

* frontier orbital gap: 5.69 eV
* energy relative to the best compared isomer or geometry (same formula, charge and spin): 0.0 kcal per mole
* E_HOMO: -1.60 eV
* total charge: -2
* E_tot: -144218.0617 eV
* max |F|: 1.925 eV Å⁻¹


Here is a structure of composition C23H41N2OP3Rh from OMol25. Energies are from ωB97M-V/def2-TZVPD.

CARTESIAN COORDINATES (ANGSTROEM)
Rh1 0.160 -0.371 -0.713
P1 0.022 -2.430 -1.378
P2 2.268 0.078 0.260
P3 -1.938 0.073 0.013
H1 1.200 4.021 0.466
C1 0.320 3.714 1.076
C2 0.300 3.564 2.370
H2 1.016 4.142 3.003
C3 1.245 -2.619 -2.710
C4 0.575 -3.510 0.002
C5 -1.487 -3.211 -2.014
C6 3.016 1.690 0.738
C7 2.323 -0.767 1.875
C8 3.500 -0.753 -0.795
C9 -2.581 1.516 0.942
C10 -2.451 -1.207 1.206
C11 -2.859 0.008 -1.543
H3 -0.481 3.330 0.421
H4 -0.431 2.909 2.900
H5 0.862 -2.087 -3.606
H6 1.403 -3.695 -2.887
H7 2.164 -2.138 -2.383
H8 0.210 -4.526 -0.168
H9 0.169 -3.143 0.964
H10 1.675 -3.543 0.041
H11 -1.169 -4.106 -2.556
H12 -1.968 -2.555 -2.755
H13 -2.169 -3.485 -1.195
H14 3.979 1.851 0.230
H15 3.184 1.718 1.824
H16 2.337 2.514 0.508
H17 2.880 -1.704 1.776
H18 1.297 -0.971 2.195
H19 2.796 -0.130 2.630
H20 4.529 -0.557 -0.479
H21 3.376 -0.395 -1.824
H22 3.323 -1.833 -0.767
H23 -3.633 1.667 0.644
H24 -2.012 2.433 0.759
H25 -2.524 1.304 2.025
H26 -2.542 -2.188 0.727
H27 -3.414 -0.880 1.633
H28 -1.719 -1.222 2.021
H29 -3.860 0.408 -1.400
H30 -2.917 -1.022 -1.906
H31 -2.314 0.619 -2.279
C12 0.067 1.641 -3.743
C13 1.096 0.871 -4.305
C14 0.961 0.516 -5.640
C15 0.154 1.293 -6.476
C16 -0.705 2.256 -5.931
C17 -0.745 2.451 -4.550
O1 -0.264 1.504 -2.415
H32 0.005 0.487 -2.092
H33 1.881 0.464 -3.679
H34 1.508 -0.337 -6.043
H35 0.148 1.122 -7.559
H36 -1.350 2.874 -6.580
H37 -1.455 3.133 -4.072
N1 2.716 0.506 5.867
C18 1.577 0.278 5.712
C19 0.166 0.062 5.397
C20 -0.725 -0.681 6.203
C21 -2.056 -0.747 5.826
C22 -2.463 -0.030 4.702
N2 -1.608 0.620 3.897
C23 -0.313 0.627 4.206
H38 -0.336 -1.197 7.086
H39 -2.787 -1.348 6.379
H40 -3.504 -0.001 4.414
H41 0.374 1.125 3.504

* multiplicity: 5
* frontier orbital gap (spin up / spin down): 7.15 / 3.79 eV
* energy relative to the best compared isomer or geometry (same formula, charge and spin): 18.7 kcal per mole
* E_HOMO (spin up / spin down): -16.51 / -16.51 eV
* total charge: +3
* E_tot: -60386.5138 eV
* expectation value of S²: 6.03
* max |F|: 4.028 eV Å⁻¹


Here is the molecule C5H8O from OMol25. Energies are from ωB97M-V/def2-TZVPD.

CARTESIAN COORDINATES (ANGSTROEM)
C1 -1.970 -0.118 0.519
C2 -0.740 0.696 0.205
O1 -0.578 1.819 0.638
C3 0.273 -0.027 -0.603
C4 1.719 0.264 -0.864
C5 1.327 -0.512 0.368
H1 -2.602 -0.083 -0.373
H2 -1.820 -1.189 0.739
H3 -2.464 0.349 1.366
H4 -0.135 -0.839 -1.191
H5 2.106 1.268 -0.708
H6 2.152 -0.256 -1.719
H7 1.353 -1.579 0.496
H8 1.430 0.082 1.274

* frontier orbital gap: 10.53 eV
* energy relative to the best compared isomer or geometry (same formula, charge and spin): 28.6 kcal per mole
* SMILES string: CC(=O)C1CC1
* E_HOMO: -9.50 eV
* E_tot: -7361.0135 eV
* max |F|: 0.914 eV Å⁻¹


Here is the molecule C17H25N3O4S from OMol25. Energies are from ωB97M-V/def2-TZVPD.

CARTESIAN COORDINATES (ANGSTROEM)
C1 4.334 3.237 1.446
C2 4.437 1.719 1.381
C3 3.092 1.077 0.988
C4 3.165 -0.459 1.058
C5 3.950 -1.044 -0.112
C6 3.319 -0.572 -1.417
C7 3.315 0.959 -1.449
N1 2.676 1.580 -0.308
C8 1.350 2.091 -0.481
C9 0.192 1.096 -0.720
N2 -0.185 0.346 0.460
S1 -0.394 -1.297 0.344
O1 -0.075 -1.854 1.624
O2 0.253 -1.810 -0.831
C10 -2.160 -1.383 0.093
C11 -2.652 -1.557 -1.188
C12 -4.018 -1.593 -1.429
C13 -4.851 -1.443 -0.335
C14 -4.335 -1.265 0.960
C15 -2.980 -1.231 1.201
O3 -5.370 -1.145 1.839
C16 -6.533 -1.245 1.135
O4 -7.631 -1.181 1.606
N3 -6.218 -1.427 -0.198
C17 -7.204 -1.582 -1.232
H1 3.625 3.541 2.214
H2 5.301 3.677 1.680
H3 3.993 3.626 0.490
H4 4.739 1.328 2.354
H5 5.203 1.443 0.657
H6 2.355 1.421 1.726
H7 3.623 -0.750 2.006
H8 2.158 -0.880 1.036
H9 4.994 -0.725 -0.066
H10 3.928 -2.134 -0.056
H11 3.883 -0.946 -2.274
H12 2.304 -0.966 -1.478
H13 4.357 1.306 -1.482
H14 2.821 1.319 -2.355
H15 1.367 2.762 -1.348
H16 1.101 2.696 0.397
H17 0.464 0.379 -1.498
H18 -0.685 1.662 -1.062
H19 0.286 0.611 1.308
H20 -1.943 -1.680 -1.990
H21 -4.412 -1.734 -2.422
H22 -2.558 -1.114 2.184
H23 -8.183 -1.520 -0.760
H24 -7.094 -2.551 -1.721
H25 -7.104 -0.788 -1.975

* frontier orbital gap: 8.52 eV
* energy relative to the best compared isomer or geometry (same formula, charge and spin): 39.0 kcal per mole
* SMILES string: CC[C@@H]1CCCCN1CCNS(=O)(=O)c1ccc2c(c1)oc(=O)n2C
* E_HOMO: -8.01 eV
* E_tot: -41530.6376 eV
* max |F|: 1.022 eV Å⁻¹


Here is a cluster of 2 separate species, C4H8O3 in total from OMol25. Energies are from ωB97M-V/def2-TZVPD.

CARTESIAN COORDINATES (ANGSTROEM)
C1 0.112 -1.478 2.245
O1 0.098 -1.160 0.852
C2 -0.600 -0.053 0.546
O2 -1.090 0.694 1.353
C3 -0.513 0.230 -0.920
C4 0.821 0.956 -0.955
O3 0.931 2.139 -0.734
H1 0.674 -0.734 2.818
H2 0.575 -2.462 2.321
H3 -0.914 -1.503 2.614
H4 -0.500 -0.684 -1.522
H5 -1.326 0.886 -1.229
H6 1.695 0.294 -1.113
H7 -0.084 1.123 -3.303
H8 0.122 1.755 -2.972

* frontier orbital gap: 10.79 eV
* energy relative to the best compared isomer or geometry (same formula, charge and spin): 54.1 kcal per mole
* SMILES string: COC(=O)CC=O.[H][H]
* E_HOMO: -10.17 eV
* E_tot: -10418.6580 eV
* max |F|: 0.930 eV Å⁻¹


Here is a structure of composition C40H55BrCaI2N7O3SSi3 from OMol25. Energies are from ωB97M-V/def2-TZVPD.

CARTESIAN COORDINATES (ANGSTROEM)
Ca1 0.238 -0.613 0.030
Br1 -7.320 0.466 0.504
C1 -5.463 0.571 0.094
C2 -5.055 0.503 -1.251
C3 -3.729 0.517 -1.576
C4 -2.711 0.578 -0.566
O1 -1.491 0.473 -0.857
C5 -3.161 0.732 0.787
C6 -2.251 0.842 1.880
N1 -0.956 0.809 1.827
C7 -0.257 1.171 2.990
C8 -0.771 1.963 3.997
C9 -0.022 2.278 5.144
C10 1.259 1.831 5.281
C11 1.850 1.075 4.245
C12 3.193 0.630 4.316
C13 3.721 -0.067 3.277
C14 2.910 -0.322 2.148
N2 1.665 0.069 2.042
C15 1.110 0.755 3.087
C16 -4.536 0.706 1.088
H1 -5.808 0.441 -2.029
H2 -3.400 0.455 -2.606
H3 -2.741 0.983 2.850
H4 -1.760 2.386 3.894
H5 -0.471 2.894 5.913
H6 1.848 2.070 6.158
H7 3.777 0.861 5.199
H8 4.743 -0.419 3.278
H9 3.311 -0.865 1.303
H10 -4.850 0.775 2.124
C17 -1.182 2.364 -3.099
Si1 0.191 2.978 -1.937
C18 0.648 4.669 -2.695
C19 -0.634 3.508 -0.308
C20 1.597 1.823 -1.805
Si2 3.053 2.523 -0.988
C21 4.027 3.755 -2.069
C22 4.396 1.312 -0.395
C23 2.617 3.515 0.571
Si3 1.908 0.837 -3.271
C24 1.737 1.726 -4.957
C25 3.618 0.042 -3.398
C26 0.738 -0.682 -3.525
C27 0.560 -1.259 -4.790
C28 -0.218 -2.391 -4.945
C29 -0.834 -2.937 -3.826
C30 -0.630 -2.309 -2.611
N3 0.128 -1.223 -2.463
H11 -2.147 2.781 -2.795
H12 -1.273 1.277 -3.090
H13 -0.987 2.693 -4.122
H14 -0.238 5.303 -2.802
H15 1.098 4.543 -3.685
H16 1.366 5.209 -2.072
H17 -1.717 3.596 -0.436
H18 -0.255 4.483 0.012
H19 -0.452 2.793 0.492
H20 4.499 3.227 -2.904
H21 4.818 4.268 -1.512
H22 3.361 4.508 -2.496
H23 4.243 0.285 -0.726
H24 4.433 1.318 0.697
H25 5.379 1.635 -0.748
H26 2.026 4.408 0.352
H27 3.539 3.837 1.067
H28 2.043 2.909 1.279
H29 2.106 2.749 -4.841
H30 0.706 1.786 -5.309
H31 2.333 1.246 -5.740
H32 4.404 0.799 -3.334
H33 3.707 -0.448 -4.372
H34 3.815 -0.710 -2.635
H35 1.044 -0.808 -5.646
H36 -0.345 -2.844 -5.922
H37 -1.455 -3.822 -3.889
H38 -1.112 -2.682 -1.710
S1 4.632 -3.159 -1.106
C31 3.258 -2.333 -0.759
N4 2.285 -1.748 -0.484
C32 -0.124 -6.537 0.449
N5 0.075 -5.138 0.121
C33 1.147 -4.818 -0.815
C34 -0.536 -4.156 0.816
C35 -1.608 -4.578 1.792
O2 -0.273 -2.966 0.655
H39 0.328 -7.138 -0.336
H40 -1.181 -6.794 0.505
H41 0.350 -6.811 1.396
H42 1.098 -5.512 -1.655
H43 2.132 -4.893 -0.350
H44 1.027 -3.803 -1.174
H45 -1.192 -5.196 2.591
H46 -2.381 -5.162 1.289
H47 -2.054 -3.681 2.206
N6 -3.228 -2.250 0.300
C36 -4.153 -2.675 -0.246
N7 -5.247 -3.135 -0.831
C37 -6.070 -4.161 -0.209
C38 -7.526 -3.833 -0.496
O3 -7.745 -3.698 -1.890
C39 -6.982 -2.623 -2.421
C40 -5.498 -2.885 -2.247
H48 -5.879 -4.164 0.864
H49 -5.821 -5.148 -0.618
H50 -7.796 -2.901 0.016
H51 -8.176 -4.637 -0.151
H52 -7.252 -1.690 -1.910
H53 -7.241 -2.543 -3.476
H54 -4.906 -2.027 -2.562
H55 -5.203 -3.760 -2.839
I1 -0.603 -1.829 4.427
I2 -1.094 -3.915 5.959

* frontier orbital gap: 4.11 eV
* E_HOMO: -3.87 eV
* total charge: -1
* E_tot: -198106.3458 eV
* max |F|: 0.861 eV Å⁻¹


Here is the molecule F2H2NP from OMol25. Energies are from ωB97M-V/def2-TZVPD.

CARTESIAN COORDINATES (ANGSTROEM)
N1 0.638 -0.020 0.570
P1 -0.094 0.486 -0.821
F1 -1.824 0.268 -0.280
F2 -0.209 -0.830 -1.724
H1 1.365 0.540 0.896
H2 0.124 -0.443 1.359

* frontier orbital gap: 11.56 eV
* energy relative to the best compared isomer or geometry (same formula, charge and spin): 4.3 kcal per mole
* SMILES string: NP(F)F
* E_HOMO: -10.77 eV
* E_tot: -16248.2445 eV
* max |F|: 3.616 eV Å⁻¹


Which of these has the lowest E_tot?
C40H55BrCaI2N7O3SSi3


Which of these has the lowest E_tot?
C40H55BrCaI2N7O3SSi3


Among the records above, which one has the lowest max |F|?
C22H20N2O4